{
  "formula": "C37H37Br2N5O6PdS3",
  "method": "ωB97M-V/def2-TZVPD",
  "orbital_gap_ev": 8.06,
  "energy_ha": -8627.2632,
  "total_charge": 2,
  "largest_force_ev_per_a": 0.823,
  "homo_energy_ev": -13.995,
  "elements": ["Pd", "Br", "C", "C", "C", "N", "C", "C", "C", "C", "C", "Br", "C", "C", "N", "H", "H", "H", "H", "H", "H", "C", "S", "O", "C", "C", "C", "C", "C", "C", "H", "H", "H", "H", "H", "H", "H", "H", "O", "S", "C", "C", "C", "C", "C", "C", "C", "C", "C", "C", "C", "C", "H", "H", "H", "H", "H", "H", "H", "H", "H", "H", "C", "C", "S", "O", "O", "C", "C", "N", "C", "N", "C", "C", "N", "O", "O", "C", "H", "H", "H", "H", "H", "H", "H", "H", "H", "H", "H", "H", "H"],
  "xyz": [[-1.239452, -0.118106, 0.303365], [-0.219319, 6.350868, 1.169867], [-0.743947, 4.560536, 1.076566], [-0.331087, 3.658104, 2.043311], [-0.728109, 2.347733, 1.909717], [-1.500444, 1.910485, 0.904675], [-1.942156, 2.801062, -0.004738], [-1.565043, 4.132695, 0.048569], [-2.906719, 2.327754, -1.035255], [-3.915204, 3.161645, -1.495072], [-4.826541, 2.643775, -2.404233], [-6.214467, 3.718386, -3.052341], [-4.711550, 1.323250, -2.809343], [-3.676145, 0.569728, -2.282013], [-2.785230, 1.058897, -1.418963], [0.295519, 3.959960, 2.869243], [-0.431038, 1.610234, 2.643677], [-1.902598, 4.824103, -0.709839], [-4.011242, 4.178283, -1.140816], [-5.409474, 0.889723, -3.511165], [-3.559429, -0.471610, -2.557860], [-4.476890, 0.233023, 1.498072], [-3.275550, -0.983684, 0.998575], [-3.900226, -1.915402, 0.063775], [-2.848660, -1.801110, 2.511685], [-2.184648, -1.095788, 3.508268], [-1.815238, -1.766580, 4.661328], [-2.097555, -3.123013, 4.795653], [-2.756888, -3.809871, 3.787235], [-3.140051, -3.148071, 2.627302], [-5.185933, -0.249139, 2.168205], [-4.970339, 0.570279, 0.587341], [-3.964904, 1.059929, 1.988722], [-1.977526, -0.037377, 3.396513], [-1.313208, -1.235168, 5.458667], [-1.805449, -3.643214, 5.697999], [-2.980403, -4.861714, 3.902199], [-3.653969, -3.662220, 1.825682], [-0.882870, -2.102072, -0.024834], [0.162797, -2.687979, -0.990226], [1.641404, -2.895375, -0.034703], [2.857367, -2.702435, -0.672553], [4.029467, -2.828829, 0.065141], [3.962033, -3.122088, 1.419646], [2.730996, -3.303933, 2.045503], [1.557195, -3.197036, 1.318651], [-0.427731, -4.360895, -1.137167], [0.465104, -5.373958, -1.459648], [-0.029795, -6.654285, -1.646932], [-1.390700, -6.902769, -1.515409], [-2.266147, -5.872714, -1.203166], [-1.791659, -4.581582, -1.016444], [2.891406, -2.462249, -1.729752], [4.990026, -2.694919, -0.415284], [4.874091, -3.209587, 1.995179], [2.692667, -3.537387, 3.101321], [0.588959, -3.337627, 1.785581], [1.526846, -5.181799, -1.549891], [0.649608, -7.459287, -1.891132], [-1.768997, -7.905529, -1.661012], [-3.325758, -6.069577, -1.110883], [-2.465042, -3.765001, -0.783618], [4.461763, 5.954426, -0.600585], [3.365242, 5.676271, -1.617111], [2.641013, 4.067891, -1.443696], [2.378246, 3.810092, -0.043894], [1.538570, 3.949582, -2.372784], [3.925061, 2.933039, -1.975679], [3.419082, 1.494704, -2.192332], [2.535494, 0.976507, -1.130310], [1.212850, 0.739497, -1.276456], [0.678678, 0.438383, -0.091556], [1.675279, 0.466679, 0.842165], [2.819513, 0.793316, 0.205463], [4.120957, 0.895745, 0.793236], [4.178594, 0.778423, 1.995497], [5.066758, 1.049139, 0.039107], [0.463296, 0.796277, -2.555091], [4.820592, 6.973587, -0.733460], [5.314375, 5.287408, -0.727561], [4.084231, 5.849032, 0.415109], [3.703898, 5.746817, -2.652033], [2.509187, 6.345197, -1.502426], [4.720412, 2.968903, -1.232696], [4.304403, 3.305504, -2.927729], [4.278241, 0.837145, -2.276334], [2.844217, 1.444687, -3.111969], [1.533966, 0.235027, 1.882065], [0.969616, 0.224927, -3.333917], [0.363028, 1.829140, -2.884208], [-0.526762, 0.373217, -2.403729]],
  "forces_ev_per_a": [[-0.41, 0.26, 0.66], [0.03, -0.03, -0.02], [0.05, 0.13, -0.03], [0.00, -0.03, 0.07], [-0.05, -0.03, 0.07], [0.11, -0.34, -0.40], [-0.09, 0.06, 0.06], [-0.08, 0.00, 0.04], [0.03, -0.06, 0.07], [0.03, 0.05, 0.00], [-0.02, -0.01, -0.01], [0.01, 0.00, 0.00], [-0.02, -0.01, -0.02], [0.05, 0.06, -0.01], [-0.16, -0.15, -0.19], [0.00, 0.00, 0.01], [0.07, -0.02, -0.05], [0.03, -0.01, 0.00], [-0.02, -0.01, -0.01], [0.00, 0.00, 0.01], [0.00, 0.00, 0.00], [0.08, 0.05, 0.05], [0.43, 0.19, -0.12], [-0.03, -0.03, 0.00], [-0.07, -0.01, -0.04], [-0.04, -0.01, 0.04], [0.00, 0.02, 0.00], [-0.01, 0.00, 0.00], [0.00, 0.01, 0.01], [0.00, -0.05, -0.03], [-0.03, -0.01, -0.04], [0.04, 0.01, -0.02], [-0.03, -0.03, 0.04], [0.01, 0.00, 0.00], [0.00, 0.00, 0.00], [0.00, 0.00, 0.00], [0.00, 0.00, 0.00], [0.01, 0.01, 0.00], [-0.11, 0.16, 0.20], [0.10, -0.02, -0.10], [-0.06, 0.03, -0.01], [0.04, 0.06, -0.01], [-0.01, 0.02, -0.01], [-0.02, 0.02, 0.00], [-0.01, 0.01, 0.01], [0.00, -0.01, 0.02], [0.05, 0.00, -0.02], [-0.01, -0.03, 0.01], [-0.01, -0.01, 0.01], [0.02, 0.00, 0.00], [0.01, 0.00, 0.00], [-0.05, 0.05, -0.03], [0.00, -0.01, 0.01], [-0.02, 0.00, 0.00], [-0.01, 0.00, -0.01], [0.00, 0.00, -0.01], [0.01, 0.00, 0.00], [-0.01, 0.01, 0.00], [0.00, 0.00, 0.00], [0.00, 0.00, 0.00], [0.00, 0.00, 0.00], [0.03, -0.06, 0.01], [0.00, 0.01, 0.00], [0.06, -0.03, -0.01], [-0.15, -0.12, -0.01], [-0.01, -0.09, 0.00], [0.03, -0.12, -0.01], [-0.09, -0.16, 0.09], [-0.08, 0.25, 0.03], [0.00, 0.13, -0.09], [0.14, 0.11, 0.13], [0.19, -0.20, -0.37], [-0.01, -0.05, 0.02], [-0.05, 0.09, 0.01], [0.16, -0.17, 0.03], [-0.02, 0.06, -0.06], [-0.05, 0.01, 0.09], [0.08, -0.06, 0.00], [0.00, 0.00, 0.00], [0.00, 0.00, 0.00], [0.01, 0.00, -0.02], [-0.02, 0.02, 0.00], [-0.01, -0.01, 0.02], [-0.05, 0.00, -0.03], [0.01, -0.03, -0.01], [0.04, -0.01, -0.02], [-0.03, 0.02, 0.00], [0.00, -0.04, 0.02], [0.00, 0.01, 0.01], [0.01, 0.11, -0.05], [-0.02, 0.03, 0.01]],
  "lowdin_charge": [0.861, 0.873, -0.661, -0.067, -0.115, -0.002, -0.183, -0.033, -0.232, -0.044, -0.670, 0.854, -0.070, -0.107, 0.052, 0.126, 0.109, 0.124, 0.117, 0.118, 0.124, -0.161, 0.808, -0.412, -0.382, -0.086, -0.053, -0.046, -0.040, -0.048, 0.086, 0.066, 0.061, 0.092, 0.117, 0.119, 0.120, 0.117, -0.642, 1.095, -0.418, -0.094, -0.055, -0.042, -0.041, -0.054, -0.366, -0.064, -0.049, -0.048, -0.048, -0.063, 0.116, 0.119, 0.121, 0.118, 0.120, 0.114, 0.119, 0.118, 0.117, 0.088, -0.095, -0.289, 0.648, -0.315, -0.314, -0.189, -0.095, 0.073, -0.294, -0.013, -0.018, -0.151, -0.312, 0.131, 0.096, 0.021, 0.090, 0.079, 0.081, 0.112, 0.109, 0.093, 0.123, 0.133, 0.123, 0.137, 0.102, 0.087, 0.058]
}